Record 1
This record from the Open Molecules 2025 dataset describes 13 unconnected molecules or ions with the total composition C52H143N13O13 in a non-equilibrium geometry. The level of theory is wB97M-V/def2-TZVPD.

Cartesian coordinates (Å):
C 4.68 -17.43 -14.58
C 5.98 -17.14 -13.86
C 5.89 -17.43 -12.32
O 4.82 -16.59 -11.71
C 4.78 -16.80 -10.31
N 6.91 -17.97 -14.51
H 4.78 -17.12 -15.62
H 3.89 -16.89 -14.05
H 4.40 -18.48 -14.63
H 6.31 -16.13 -14.10
H 6.81 -17.29 -11.75
H 5.63 -18.48 -12.24
H 3.88 -16.28 -9.97
H 5.66 -16.40 -9.81
H 4.64 -17.86 -10.12
H 6.74 -17.84 -15.50
H 6.59 -18.92 -14.40
C 16.33 -14.56 -22.85
C 15.99 -13.70 -21.66
C 16.62 -14.14 -20.31
O 15.96 -15.29 -19.91
C 16.34 -15.78 -18.63
N 16.37 -12.35 -22.02
H 16.08 -15.58 -22.58
H 17.39 -14.53 -23.12
H 15.77 -14.30 -23.75
H 14.90 -13.79 -21.59
H 16.29 -13.33 -19.65
H 17.70 -14.25 -20.39
H 15.52 -16.34 -18.19
H 16.50 -15.02 -17.86
H 17.22 -16.43 -18.63
H 15.77 -11.71 -21.52
H 16.03 -12.29 -22.98
C 13.02 -16.53 -21.72
C 12.58 -15.12 -21.13
C 11.01 -15.06 -20.94
O 10.19 -14.73 -22.08
C 10.62 -13.51 -22.70
N 13.24 -14.87 -19.88
H 14.09 -16.73 -21.79
H 12.66 -16.69 -22.73
H 12.62 -17.35 -21.12
H 12.92 -14.31 -21.78
H 10.74 -14.39 -20.12
H 10.64 -16.02 -20.59
H 11.49 -13.65 -23.33
H 10.79 -12.70 -21.99
H 9.87 -13.25 -23.45
H 13.27 -13.86 -19.82
H 14.19 -15.18 -20.01
C 10.52 -19.57 -14.80
C 10.91 -18.17 -14.34
C 11.29 -17.17 -15.46
O 12.38 -17.69 -16.20
C 12.96 -16.89 -17.24
N 9.80 -17.78 -13.55
H 9.54 -19.63 -15.28
H 10.38 -20.23 -13.94
H 11.27 -19.99 -15.48
H 11.73 -18.27 -13.62
H 11.40 -16.15 -15.10
H 10.40 -17.10 -16.10
H 13.67 -16.18 -16.82
H 12.23 -16.44 -17.92
H 13.55 -17.55 -17.88
H 9.28 -18.64 -13.49
H 9.19 -17.30 -14.20
C 8.47 -25.12 -15.03
C 9.70 -24.57 -14.40
C 10.37 -23.37 -15.24
O 10.77 -23.73 -16.52
C 11.25 -22.57 -17.24
N 9.39 -24.16 -13.05
H 8.07 -26.00 -14.51
H 8.72 -25.38 -16.06
H 7.67 -24.39 -15.16
H 10.39 -25.41 -14.39
H 11.24 -23.06 -14.65
H 9.73 -22.50 -15.16
H 11.11 -22.84 -18.28
H 12.30 -22.38 -17.02
H 10.67 -21.68 -17.00
H 9.29 -25.02 -12.54
H 10.21 -23.71 -12.67
C 10.15 -19.36 -19.34
C 10.70 -20.38 -20.25
C 9.63 -21.44 -20.60
O 9.00 -22.06 -19.46
C 8.45 -23.31 -19.84
N 11.08 -19.64 -21.43
H 9.86 -19.83 -18.40
H 9.28 -18.87 -19.77
H 10.88 -18.63 -18.99
H 11.53 -20.94 -19.81
H 10.24 -22.19 -21.10
H 8.83 -21.02 -21.21
H 8.04 -23.33 -20.85
H 7.69 -23.51 -19.08
H 9.26 -24.04 -19.84
H 11.01 -20.25 -22.23
H 10.43 -18.88 -21.60
C 10.63 -12.52 -15.21
C 10.91 -12.93 -13.79
C 11.42 -11.75 -12.94
O 12.69 -11.26 -13.32
C 12.89 -9.97 -12.86
N 9.68 -13.44 -13.26
H 10.32 -13.29 -15.92
H 11.63 -12.26 -15.55
H 9.94 -11.69 -15.32
H 11.73 -13.65 -13.75
H 11.53 -12.03 -11.89
H 10.66 -10.98 -13.01
H 12.64 -9.87 -11.80
H 12.26 -9.19 -13.29
H 13.94 -9.71 -12.95
H 8.99 -12.71 -13.44
H 9.41 -14.18 -13.89
C 14.91 -14.02 -14.21
C 15.73 -12.71 -14.31
C 17.11 -13.01 -14.99
O 17.90 -13.95 -14.27
C 19.11 -14.30 -14.95
N 15.01 -11.76 -15.13
H 13.95 -14.03 -13.69
H 15.50 -14.79 -13.72
H 14.76 -14.38 -15.22
H 15.86 -12.34 -13.29
H 17.67 -12.09 -15.10
H 16.93 -13.40 -15.99
H 19.62 -15.09 -14.40
H 19.89 -13.55 -14.82
H 18.87 -14.66 -15.95
H 14.11 -11.62 -14.69
H 15.53 -10.90 -15.06
C 7.59 -22.70 -10.12
C 7.12 -21.63 -11.13
C 8.00 -20.37 -11.28
O 8.05 -19.69 -10.06
C 8.86 -18.48 -10.11
N 7.05 -22.28 -12.45
H 8.50 -23.25 -10.38
H 6.84 -23.48 -9.98
H 7.69 -22.26 -9.13
H 6.12 -21.37 -10.77
H 7.63 -19.73 -12.08
H 9.02 -20.60 -11.61
H 8.90 -17.93 -9.17
H 8.56 -17.71 -10.83
H 9.87 -18.73 -10.43
H 7.91 -22.79 -12.56
H 6.41 -23.04 -12.24
C 11.16 -24.31 -8.93
C 11.54 -24.76 -10.32
C 12.47 -23.78 -11.08
O 11.67 -22.66 -11.45
C 12.43 -21.55 -12.00
N 12.17 -26.09 -10.20
H 10.51 -23.44 -8.90
H 12.07 -24.02 -8.40
H 10.66 -25.13 -8.43
H 10.66 -24.80 -10.96
H 12.89 -24.20 -11.99
H 13.33 -23.51 -10.47
H 11.79 -20.67 -12.06
H 12.76 -21.77 -13.02
H 13.31 -21.27 -11.42
H 11.65 -26.80 -9.70
H 12.97 -26.06 -9.59
C 8.73 -16.32 -17.99
C 7.95 -15.16 -17.23
C 6.44 -15.18 -17.53
O 5.78 -14.27 -16.59
C 4.39 -14.03 -16.80
N 8.17 -15.34 -15.81
H 8.36 -16.29 -19.02
H 8.66 -17.34 -17.62
H 9.76 -15.97 -17.93
H 8.40 -14.23 -17.57
H 6.05 -16.18 -17.32
H 6.19 -14.93 -18.56
H 4.12 -13.26 -16.08
H 3.77 -14.93 -16.83
H 4.37 -13.62 -17.81
H 7.60 -14.63 -15.37
H 7.85 -16.26 -15.55
C 13.08 -15.13 -10.54
C 12.41 -16.22 -11.42
C 12.68 -17.67 -10.90
O 14.01 -17.81 -10.53
C 14.82 -18.08 -11.64
N 11.00 -15.88 -11.44
H 14.16 -15.21 -10.55
H 12.71 -15.16 -9.51
H 12.85 -14.13 -10.90
H 12.71 -16.13 -12.47
H 12.23 -18.29 -11.68
H 12.04 -17.95 -10.07
H 14.82 -19.16 -11.83
H 15.83 -17.88 -11.30
H 14.58 -17.54 -12.55
H 10.57 -16.45 -12.15
H 10.78 -14.93 -11.70
C 14.97 -20.15 -19.57
C 15.13 -21.25 -18.49
C 14.63 -20.85 -17.07
O 15.48 -19.96 -16.41
C 15.29 -19.94 -15.02
N 14.60 -22.50 -18.86
H 15.36 -19.20 -19.21
H 13.95 -19.93 -19.90
H 15.54 -20.45 -20.44
H 16.21 -21.43 -18.42
H 14.35 -21.66 -16.40
H 13.67 -20.34 -17.10
H 14.36 -19.45 -14.73
H 16.09 -19.51 -14.42
H 15.23 -20.99 -14.71
H 14.86 -22.63 -19.83
H 15.11 -23.17 -18.30

The strongest force on any atom comes out at 2.59 eV Å⁻¹. The energy above the lowest of the compared OMol25 structures with the same formula, charge and spin comes out at 104.6 kcal/mol. Its charge is 0. The gap between HOMO and LUMO comes out at 8.68 eV. The energy comes out at -102221.5700 eV.



Record 2
This record from the Open Molecules 2025 dataset describes a single C6H9N3O4 molecule in a non-equilibrium geometry. The level of theory is wB97M-V/def2-TZVPD.

Cartesian coordinates (Å):
C -1.14 -1.38 -0.54
C -0.55 -0.02 -0.08
C -1.15 0.28 1.31
C -0.90 1.17 -0.99
C 1.03 0.02 0.00
C 1.53 -0.48 -1.31
N 1.91 -0.85 -2.33
N 1.68 1.28 0.40
O 2.01 1.97 -0.55
O 1.81 1.53 1.51
N 1.43 -1.07 0.96
O 1.52 -2.17 0.58
O 1.75 -0.69 2.04
H -0.97 -1.43 -1.63
H -0.57 -2.25 -0.15
H -2.24 -1.21 -0.39
H -0.81 1.28 1.44
H -2.28 0.23 1.23
H -0.75 -0.39 1.99
H -0.84 2.10 -0.44
H -0.46 1.08 -1.96
H -2.02 1.00 -1.10

The strongest force on any atom comes out at 4.03 eV Å⁻¹. The SMILES is CC(C)(C)C(C#N)([N+](=O)[O-])[N+](=O)[O-]. The energy above the lowest of the compared OMol25 structures with the same formula, charge and spin comes out at 134.0 kcal/mol. Its charge is 0. The gap between HOMO and LUMO comes out at 10.64 eV. The energy comes out at -19020.2413 eV.



Record 3
This record from the Open Molecules 2025 dataset describes 4 unconnected molecules or ions with the total composition C20H31BNO11 in a non-equilibrium geometry. The level of theory is wB97M-V/def2-TZVPD.

Cartesian coordinates (Å):
C 3.89 -1.57 2.47
C 2.67 -1.69 1.54
O 2.14 -2.79 1.42
O 2.29 -0.58 0.89
C 0.83 -0.58 0.63
B 0.26 0.84 0.02
C -0.62 1.75 1.08
C -2.12 1.35 1.21
C -2.36 0.72 2.61
C -3.62 -0.14 2.74
N -3.61 -1.37 1.95
C -4.65 -2.26 1.94
C -4.35 -3.31 1.13
C -3.03 -3.07 0.56
C -2.69 -1.86 1.10
H 4.77 -1.78 1.83
H 3.91 -0.55 2.86
H 3.82 -2.31 3.26
H 0.31 -0.78 1.59
H 0.53 -1.39 -0.05
H 1.20 1.50 -0.40
H -0.45 0.58 -0.94
H -0.14 1.67 2.08
H -0.57 2.81 0.79
H -2.50 0.75 0.38
H -2.70 2.29 1.20
H -2.50 1.56 3.31
H -1.49 0.14 2.95
H -3.70 -0.45 3.80
H -4.54 0.42 2.52
H -5.57 -2.15 2.50
H -4.93 -4.20 0.91
H -2.46 -3.68 -0.12
H -1.75 -1.36 0.87
C -0.28 1.02 6.10
C -0.68 0.82 7.54
O -1.72 1.78 7.71
C -2.24 2.04 6.48
O -3.23 2.67 6.30
O -1.49 1.49 5.50
H 0.06 0.10 5.62
H 0.49 1.78 5.98
H -1.08 -0.18 7.72
H 0.14 1.00 8.23
C 3.04 -0.82 -4.11
C 2.64 -0.96 -2.66
O 1.60 0.00 -2.53
C 1.07 0.22 -3.75
O 0.08 0.83 -3.97
O 1.83 -0.38 -4.72
H 3.38 -1.75 -4.55
H 3.81 -0.05 -4.26
H 2.24 -1.95 -2.44
H 3.46 -0.75 -1.98
C 1.40 0.95 -7.77
C 1.56 2.30 -8.41
O 2.97 2.35 -8.67
C 3.42 1.07 -8.75
O 4.50 0.77 -9.13
O 2.47 0.19 -8.35
H 0.44 0.49 -7.99
H 1.54 0.97 -6.69
H 1.02 2.39 -9.35
H 1.26 3.12 -7.75

The strongest force on any atom comes out at 2.83 eV Å⁻¹. Its charge is -1. The gap between HOMO and LUMO comes out at 7.32 eV. The energy comes out at -45932.0704 eV.



Record 4
This record from the Open Molecules 2025 dataset describes a single C30H31N5O5 molecule. The level of theory is wB97M-V/def2-TZVPD.

Cartesian coordinates (Å):
C -1.19 -5.55 1.70
C -1.09 -4.33 0.79
C -2.49 -3.79 0.48
C -0.21 -3.28 1.46
N 0.30 -2.26 0.54
C 1.56 -2.42 0.06
O 2.18 -3.46 0.17
C 2.20 -1.23 -0.67
O 1.80 0.04 -0.18
C 2.44 0.49 0.93
O 3.37 -0.07 1.43
C 1.75 1.68 1.49
C 1.54 1.73 2.84
C 0.67 2.72 3.37
N 0.05 3.61 2.65
C 0.30 3.64 1.32
C -0.34 4.63 0.55
C -0.10 4.72 -0.79
C 0.81 3.85 -1.41
C 1.43 2.87 -0.69
C 1.17 2.71 0.68
C 0.53 2.55 4.85
C 1.01 1.11 5.07
C 2.01 0.83 3.94
C -0.50 -1.13 0.27
C -0.96 -0.90 -1.00
N -0.83 -1.83 -1.99
N -1.65 0.25 -1.30
C -2.15 0.49 -2.64
C -1.08 0.55 -3.70
C -1.38 0.21 -5.01
C -0.41 0.28 -6.00
C 0.88 0.68 -5.67
C 1.18 1.01 -4.37
C 0.21 0.95 -3.38
C -1.90 1.23 -0.35
O -2.45 2.27 -0.62
N -1.50 0.91 0.92
C -0.81 -0.22 1.34
O -0.53 -0.36 2.52
H -1.62 -5.27 2.66
H -0.21 -5.98 1.88
H -1.83 -6.31 1.25
H -0.61 -4.64 -0.15
H -2.97 -3.46 1.39
H -2.45 -2.96 -0.22
H -3.10 -4.58 0.03
H -0.75 -2.76 2.25
H 0.67 -3.77 1.89
H 1.94 -1.24 -1.73
H 3.28 -1.35 -0.56
H -1.01 5.30 1.06
H -0.59 5.48 -1.38
H 1.01 3.96 -2.47
H 2.15 2.22 -1.16
H 1.19 3.27 5.34
H -0.48 2.73 5.19
H 0.17 0.43 4.97
H 1.45 0.97 6.06
H 3.03 1.11 4.22
H 2.02 -0.21 3.64
H -0.81 -1.52 -2.95
H -0.26 -2.63 -1.76
H -2.89 -0.28 -2.89
H -2.67 1.46 -2.59
H -2.39 -0.10 -5.27
H -0.66 0.02 -7.01
H 1.63 0.73 -6.44
H 2.18 1.33 -4.11
H 0.45 1.21 -2.36
H -1.69 1.62 1.63

The strongest force on any atom comes out at 0.91 eV Å⁻¹. The SMILES is CC(C)CN(C(=O)COC(=O)c1c2c(nc3ccccc13)CCC2)c1c(N)n(Cc2ccccc2)c(=O)[nH]c1=O. The energy above the lowest of the compared OMol25 structures with the same formula, charge and spin comes out at 0.0 kcal/mol. Its charge is 0. The gap between HOMO and LUMO comes out at 8.38 eV. The energy comes out at -49304.7225 eV.



Record 5
This record from the Open Molecules 2025 dataset describes a single C2H5ClN2 molecule in a non-equilibrium geometry. The level of theory is wB97M-V/def2-TZVPD.

Cartesian coordinates (Å):
H -2.82 -0.16 -0.56
N -1.97 -0.81 -0.31
C -0.95 -0.08 0.03
N -1.11 1.24 0.29
C 0.37 -0.91 0.39
Cl 1.73 0.16 -0.18
H -2.05 1.47 -0.06
H -0.40 1.88 -0.14
H 0.39 -1.91 -0.04
H 0.50 -0.95 1.51

The strongest force on any atom comes out at 4.32 eV Å⁻¹. The SMILES is [H]/N=C(\N)CCl. The energy above the lowest of the compared OMol25 structures with the same formula, charge and spin comes out at 9.9 kcal/mol. Its charge is 0. The gap between HOMO and LUMO comes out at 10.64 eV. The energy comes out at -17657.1442 eV.



Record 6
This record from the Open Molecules 2025 dataset describes a molecular structure, C18H21N7O7P2SSm in a non-equilibrium geometry. The level of theory is wB97M-V/def2-TZVPD.

Cartesian coordinates (Å):
Sm -0.09 -0.09 -0.52
O -0.59 1.49 -2.87
P -1.17 -0.02 -3.13
O -1.87 -0.17 -4.39
O -1.75 -0.36 -1.77
O 0.34 -0.73 -3.15
P 0.61 -2.16 -2.40
O 1.78 -2.77 -3.28
O -0.61 -3.00 -2.38
O 1.16 -1.78 -1.04
H -0.56 1.96 -3.72
H 1.43 -3.35 -3.98
C 0.90 4.66 -0.74
C 0.05 5.29 0.16
C -0.86 4.53 0.86
C -0.91 3.15 0.64
N -0.06 2.54 -0.19
C 0.81 3.29 -0.86
C -1.91 2.30 1.33
C -2.97 2.85 2.04
C -3.85 2.03 2.72
C -3.64 0.66 2.68
C -2.58 0.19 1.92
N -1.74 0.97 1.25
H 1.62 5.22 -1.33
H 0.10 6.36 0.31
H -1.50 5.00 1.58
H 1.47 2.77 -1.54
H -3.13 3.92 2.06
H -4.68 2.44 3.28
H -4.27 -0.03 3.21
H -2.38 -0.87 1.87
C -1.88 -5.41 0.37
C -0.95 -4.58 1.17
N -0.13 -4.99 2.07
N 0.52 -3.86 2.49
C 0.11 -2.75 1.88
S 0.61 -1.17 2.13
N -0.84 -3.21 1.02
N -1.53 -2.38 0.14
H -1.77 -6.45 0.68
H -1.65 -5.33 -0.69
H -2.91 -5.10 0.52
H 1.25 -3.92 3.18
H -2.53 -2.50 0.27
H -1.32 -2.68 -0.84
C 5.17 0.72 -0.17
C 4.57 0.58 -1.41
C 3.18 0.58 -1.49
N 2.40 0.73 -0.42
C 2.99 0.88 0.77
C 4.36 0.88 0.94
H 6.25 0.71 -0.08
H 5.15 0.45 -2.31
H 2.69 0.45 -2.44
H 2.33 1.02 1.62
H 4.79 1.00 1.92

The strongest force on any atom comes out at 4.66 eV Å⁻¹. The energy above the lowest of the compared OMol25 structures with the same formula, charge and spin comes out at 6.1 kcal/mol. Its charge is +1. As for the spin multiplicity: 6. The gap between HOMO and LUMO (spin up / spin down) comes out at 8.15 / 8.17 eV. The energy comes out at -91093.3044 eV.